DFT (ωB97M-V/def2-TZVPD) results for a molecular structure, C25H45ClP2Sn.

Properties
Lowest unoccupied orbital energy (alpha / beta) (Ha): -0.29701 / -0.29557
Multiplicity: 1
Orbital gap (alpha / beta) (eV): 5.2 / 5.2
Net charge: +2
HOMO level (alpha / beta) (eV): -13.3 / -13.3
Relative energy (zero: lowest compared OMol25 entry of this formula, charge and spin) (kcal per mole): 0.0
Energy (hartree): -2336.1178

The geometry in XYZ format:
```
74
Properties=species:S:1:pos:R:3:forces:R:3:lowdin_charge:R:1
Sn 0.90064 0.35276 -0.27463 -1.065 -1.134 0.685 0.89
C -1.02737 0.42396 2.52944 0.225 -0.400 0.542 -0.20
C -1.71513 1.27371 1.62072 -0.031 0.255 -0.461 -0.19
C -2.31890 -0.90052 1.15811 -0.074 0.615 0.086 -0.16
C -1.39973 -0.91949 2.24637 -0.007 0.025 -0.013 -0.17
C -2.50915 0.45747 0.77039 -0.248 -0.580 0.186 -0.17
C -0.10408 0.84275 3.60929 0.166 0.276 0.060 0.00
H 0.21229 1.88365 3.47900 -0.048 -0.246 0.098 0.08
H 0.79348 0.21053 3.63798 -0.233 0.094 0.030 0.09
H -0.59370 0.76580 4.59296 0.115 -0.023 -0.209 0.12
C -0.90094 -2.13569 2.91947 0.373 -0.133 0.219 0.01
H -0.00663 -1.91629 3.51877 -0.304 -0.128 -0.122 0.09
H -0.64461 -2.92343 2.19548 -0.132 0.180 0.167 0.10
H -1.66236 -2.55281 3.59524 0.122 0.049 -0.129 0.12
C -2.94481 -2.08712 0.55545 -0.180 -0.261 -0.485 0.01
H -3.75593 -2.47234 1.19432 0.197 0.071 -0.130 0.12
H -2.21752 -2.90326 0.42641 -0.219 0.189 0.102 0.10
H -3.37542 -1.84636 -0.42537 0.033 -0.162 0.285 0.09
C -3.40615 0.91899 -0.31101 -0.017 0.330 -0.291 0.00
H -4.46016 0.86405 0.00160 0.218 -0.030 -0.073 0.12
H -3.29954 0.29990 -1.21208 -0.086 0.069 0.215 0.09
H -3.19859 1.96087 -0.58371 -0.112 -0.239 0.068 0.08
C -1.62003 2.74955 1.56325 0.151 0.306 -0.007 0.00
H -2.45131 3.20660 2.12309 0.128 -0.098 -0.096 0.13
H -1.67736 3.12674 0.53256 -0.064 -0.167 0.279 0.09
H -0.68449 3.11575 2.00733 -0.317 -0.140 -0.093 0.09
C 5.75983 2.98583 -1.81580 0.497 0.250 1.086 -0.15
C 5.39592 3.78791 -0.80149 1.157 -0.561 -0.378 -0.16
C 5.15104 5.25578 -0.93164 -0.145 0.633 -0.093 -0.17
C 4.46291 5.70798 -2.25256 0.503 0.337 0.686 -0.17
C 3.41007 4.78294 -2.78376 -0.248 -0.013 -0.930 -0.12
C 3.61983 3.91886 -3.79277 -0.291 0.891 0.135 -0.15
C 4.97106 3.46126 -4.25527 0.514 0.084 -0.331 -0.17
C 6.12233 3.42361 -3.19930 -0.028 -0.220 -0.785 -0.16
H 6.11669 5.78571 -0.84704 -0.323 -0.116 0.091 0.13
H 5.23452 5.93229 -3.00684 -0.478 -0.223 0.172 0.12
H 4.53676 5.61212 -0.09206 0.199 -0.161 -0.066 0.11
H 6.64927 4.38596 -3.18981 -0.173 -0.267 0.146 0.12
H 5.98926 1.93178 -1.61149 -0.044 0.505 0.082 0.09
H 5.43851 3.41095 0.23004 -0.202 -0.018 -0.459 0.11
H 6.84750 2.67436 -3.56691 -0.185 0.491 0.039 0.12
H 4.88291 2.45175 -4.68848 -0.136 0.286 0.062 0.11
H 2.77810 3.58949 -4.42011 0.153 -0.209 0.647 0.11
H 5.31052 4.10588 -5.08508 -0.108 -0.270 0.145 0.13
H 3.96536 6.66967 -2.03425 0.251 -0.323 -0.184 0.12
H 2.39420 4.97307 -2.41570 0.184 -0.005 -0.410 0.11
P 3.24024 1.13564 -0.44068 -0.916 0.352 -1.006 0.75
P 0.66903 0.66792 -2.80931 0.774 -0.493 1.445 0.72
C 3.44249 1.29277 -2.26883 0.340 0.182 -0.374 -0.39
C 2.41806 0.78111 -3.32345 0.201 0.225 -0.239 -0.37
H 4.42390 0.85513 -2.51581 -0.442 0.153 0.065 0.10
H 3.54835 2.37851 -2.37421 0.012 -0.360 -0.161 0.02
H 2.42460 1.46247 -4.19371 0.305 -0.236 0.266 0.08
H 2.73034 -0.21677 -3.67462 -0.391 0.410 0.134 0.06
C -0.15213 -0.59998 -3.77801 -0.315 -0.124 -0.439 -0.22
H -1.22366 -0.60797 -3.52224 0.358 -0.012 -0.162 0.06
H 0.27405 -1.59637 -3.58391 -0.042 0.440 -0.025 0.05
H -0.03501 -0.35123 -4.84439 -0.151 -0.203 0.242 0.08
C -0.23142 2.21680 -2.95491 -0.105 0.473 -0.707 -0.25
H -0.12795 2.58730 -3.98585 -0.247 0.128 0.295 0.07
H 0.14047 2.98019 -2.25254 -0.001 -0.349 -0.269 0.05
H -1.29701 2.03231 -2.73204 0.435 0.042 -0.133 0.05
C 4.70929 0.48080 0.33797 0.515 -0.226 0.356 -0.21
H 4.49663 0.34780 1.40731 0.119 -0.009 -0.243 0.07
H 5.55928 1.17035 0.22534 -0.311 -0.273 0.072 0.05
H 4.96263 -0.49724 -0.10125 -0.152 0.354 0.130 0.07
C 2.77048 2.76271 0.25417 0.538 0.810 0.010 -0.27
H 1.69410 2.95770 0.14419 0.283 -0.269 0.028 0.00
H 3.30360 3.59099 -0.23377 -0.233 -0.369 0.331 0.01
H 3.00554 2.76263 1.33404 -0.098 0.026 -0.398 0.08
Cl 2.65240 -2.07388 -1.75015 0.171 -0.249 -0.014 0.54
C 1.43477 -1.77277 -0.49239 -0.612 0.128 0.436 -0.83
H 0.52720 -2.33650 -0.73032 0.332 -0.169 0.046 -0.01
H 1.83759 -2.09903 0.47059 -0.059 -0.193 -0.255 0.00
```
Positions in Å, forces in eV/Å.